Formula: C4H7NO
Source: OMol25
Level of theory: ωB97M-V/def2-TZVPD

Cartesian coordinates (Å):
C -0.5837 1.3156 -0.4452
N -0.4768 0.0807 0.6138
C 1.0197 0.1619 0.6128
C 1.1921 -0.9586 -0.1821
O 2.0739 -1.5406 -0.7994
C -0.3335 -1.2845 -0.0479
H -1.1770 2.0746 0.0364
H -1.1112 0.8430 -1.2561
H 0.2852 1.8573 -0.9253
H -0.9472 -0.0030 1.5609
H 1.5452 0.9665 1.1117
H -0.9482 -1.4164 -0.9411
H -0.5385 -2.0966 0.6616

Calculated values
Frontier orbital gap   7.582 eV
Maximum force   0.0465 Eh/bohr
Calculated total energy   -286.45124 Eh
SMILES string   C[N@@H+]1C=C([O-])C1
Net charge   0



Formula: C36H30FN4O2
Source: OMol25
Level of theory: ωB97M-V/def2-TZVPD

Cartesian coordinates (Å):
O -2.7785 -2.4193 -0.4378
C -3.0950 -1.4969 -1.1748
C -4.2732 -1.5645 -2.1196
C -5.4865 -0.9495 -1.7897
C -6.5505 -1.0044 -2.6956
C -6.4012 -1.6731 -3.9181
C -5.1777 -2.2705 -4.2432
C -4.1121 -2.2244 -3.3414
N -2.4050 -0.2750 -1.2528
C -2.6962 0.5584 -2.4114
C -1.9045 1.8430 -2.4449
N -0.5265 1.5484 -2.1710
C 0.3981 2.5512 -2.6240
C 1.8158 2.0673 -2.4199
N 2.0290 1.7400 -1.0104
C 3.0352 2.3426 -0.2468
O 3.0388 2.3648 0.9790
C 4.1210 2.9949 -1.0541
C 4.3510 4.3588 -0.8744
C 5.3060 4.9969 -1.6690
C 6.0673 4.2560 -2.5857
C 5.8459 2.8804 -2.7335
C 4.8585 2.2466 -1.9778
C 1.0080 0.9821 -0.3943
C 1.1883 0.3642 0.8146
N 0.2077 -0.3878 1.4083
C 0.5265 -0.8746 2.7070
C 1.5692 -2.0082 2.6375
C 2.9316 -1.6949 2.5865
C 3.9081 -2.6926 2.7064
C 3.5347 -3.9968 3.0462
C 2.1729 -4.3293 3.0812
C 1.2166 -3.3689 2.7003
C -0.6963 -1.1501 3.6251
C -1.8819 -0.3959 3.5923
C -2.8186 -0.4594 4.6348
C -2.5999 -1.3520 5.6769
F -3.4917 -1.3776 6.7227
C -1.5346 -2.2367 5.6586
C -0.5464 -2.0401 4.6954
C -0.9645 -0.6413 0.7290
C -1.2126 -0.0610 -0.5076
C -0.2324 0.8030 -1.0581
H -5.5848 -0.4182 -0.8409
H -7.5003 -0.5235 -2.4513
H -7.2421 -1.7327 -4.6157
H -5.0530 -2.7743 -5.2045
H -3.1488 -2.6765 -3.5845
H -2.4909 -0.0194 -3.3293
H -3.7640 0.8100 -2.3970
H -1.9625 2.2738 -3.4492
H -2.3384 2.5629 -1.7265
H 0.1989 2.7266 -3.6878
H 0.2592 3.5113 -2.0917
H 2.0245 1.1682 -3.0241
H 2.4995 2.8643 -2.7082
H 3.7695 4.9064 -0.1320
H 5.4561 6.0715 -1.5704
H 6.8341 4.7555 -3.1835
H 6.4364 2.3047 -3.4484
H 4.6484 1.1840 -2.1055
H 2.1032 0.4218 1.3891
H 1.0746 -0.0639 3.2192
H 3.2496 -0.6558 2.4726
H 4.9598 -2.4239 2.6050
H 4.2988 -4.7375 3.2806
H 1.8609 -5.3156 3.4401
H 0.1832 -3.6831 2.5118
H -2.0927 0.2721 2.7575
H -3.7007 0.1747 4.6180
H -1.4533 -3.0185 6.4037
H 0.3886 -2.5984 4.7943
H -1.6583 -1.3200 1.2127

Calculated values
Frontier orbital gap   8.416 eV
Maximum force   0.0733 Eh/bohr
Calculated total energy   -1859.02082 Eh
SMILES string   O=C(c1ccccc1)N1CCN2CCN(C(=O)c3ccccc3)c3c[n+]([C@H](c4ccccc4)c4ccc(F)cc4)cc1c32
Net charge   +1



Formula: C38H32N2O3
Source: OMol25
Level of theory: ωB97M-V/def2-TZVPD

Cartesian coordinates (Å):
O -2.7995 -2.8317 -0.1238
C -2.5920 -3.8476 -0.7929
C -3.5353 -4.8646 -1.2873
C -4.8844 -5.0482 -0.9961
C -5.5608 -6.0962 -1.6461
C -4.8867 -6.9177 -2.5757
C -3.5240 -6.7087 -2.8559
C -2.8707 -5.6803 -2.1887
C -1.4582 -5.2292 -2.2824
O -0.5759 -5.6039 -3.0299
N -1.3467 -4.2097 -1.3177
C -0.1189 -3.4169 -1.0600
C -0.0713 -2.0726 -1.7931
C 1.1507 -1.6812 -2.6030
C 0.8957 -0.2207 -2.9333
C -0.2843 0.2620 -2.0667
N -0.4993 -0.7963 -1.0038
C -0.1139 -0.1385 0.4106
C -1.5529 0.2302 0.8712
C -2.3731 1.2227 0.2951
C -3.7336 1.2633 0.6471
C -4.2552 0.2902 1.5199
C -3.4153 -0.6917 2.0788
C -2.0671 -0.6919 1.7645
C 0.8358 1.0769 0.5823
C 2.2126 0.8333 0.7035
C 3.0952 1.7407 1.2724
C 4.5225 1.4450 1.4540
C 5.1385 0.4026 0.7107
C 6.5180 0.1983 0.7487
C 7.3382 1.0255 1.5364
C 6.7497 2.0421 2.3071
C 5.3691 2.2148 2.2870
C 2.5809 3.0591 1.7035
O 3.2852 3.8598 2.3630
C 1.1968 3.3953 1.3710
C 0.6940 4.7724 1.5524
C -0.4746 5.1787 0.8556
C -0.9310 6.4941 0.9009
C -0.2377 7.4585 1.6487
C 0.9083 7.0823 2.3647
C 1.3508 5.7582 2.3282
C 0.3724 2.3551 0.9464
H -5.3743 -4.3924 -0.2750
H -6.6208 -6.2841 -1.4368
H -5.4357 -7.7231 -3.0756
H -2.9710 -7.3205 -3.5675
H -0.0143 -3.2955 0.0314
H 0.7009 -4.0347 -1.4337
H -0.9345 -2.0912 -2.4937
H 2.0517 -1.8615 -1.9927
H 1.2050 -2.3357 -3.4856
H 1.7830 0.3769 -2.7186
H 0.6284 -0.0718 -3.9825
H -0.1222 1.2184 -1.5785
H -1.2471 0.2938 -2.5869
H -1.5106 -1.0248 -0.8739
H 0.3525 -0.9784 1.0204
H -2.0047 1.9737 -0.4117
H -4.3803 2.0858 0.2926
H -5.3202 0.3180 1.8081
H -3.7956 -1.4405 2.7791
H -1.3994 -1.4554 2.1550
H 2.5567 -0.1776 0.4596
H 4.5239 -0.2207 0.0636
H 6.9594 -0.6021 0.1462
H 8.4204 0.8767 1.5506
H 7.3634 2.7077 2.9227
H 4.9454 3.0184 2.8793
H -1.0028 4.4485 0.2393
H -1.8295 6.7648 0.3416
H -0.5915 8.4889 1.6793
H 1.4658 7.8132 2.9567
H 2.2516 5.4898 2.8744
H -0.7056 2.5225 1.0459

Calculated values
Frontier orbital gap   4.501 eV
Maximum force   0.0400 Eh/bohr
Calculated total energy   -1802.41878 Eh
SMILES string   O=C1c2ccccc2C(=O)N1C[C@@H]1CCC[N@@H+]1[C@H](c1ccccc1)c1cc(-c2ccccc2)c([O-])c(-c2ccccc2)c1
Net charge   0



Question: Look up the calculated total energy of the third one.
Answer: -1802.41878 Eh